No. 1
DFT (wB97M-V/def2-TZVPD) results for a structure of composition C50H72FN5O7Y.

XYZ file:
```
136
Properties=species:S:1:pos:R:3
Y 0.266 0.223 1.175
C -0.045 -0.163 4.501
N 1.180 -0.039 3.699
C 2.052 -1.178 3.999
C 1.873 1.242 4.003
C 2.126 2.163 2.810
N 0.949 2.404 1.938
C 1.433 3.166 0.748
C 0.658 3.310 -0.586
C 1.163 4.586 -1.264
C 1.216 4.579 -2.749
C 1.031 3.421 -3.383
C 0.751 2.109 -2.769
C 0.526 2.065 -1.439
O 0.165 1.001 -0.750
C 0.673 0.934 -3.739
C -0.528 1.129 -4.675
C 0.526 -0.436 -3.066
C 1.966 0.881 -4.568
C 1.421 5.904 -3.485
C 1.908 6.999 -2.529
C 0.080 6.343 -4.085
C 2.458 5.757 -4.602
C -0.102 3.118 2.726
C -1.498 3.169 2.167
C -2.099 4.413 2.004
C -3.346 4.538 1.426
C -3.969 3.367 0.991
C -3.423 2.097 1.130
C -2.177 2.008 1.783
O -1.561 0.828 1.984
C -4.125 0.861 0.564
C -5.448 1.221 -0.117
C -3.247 0.176 -0.497
C -4.441 -0.130 1.692
C -4.022 5.886 1.181
C -3.171 7.052 1.683
C -4.252 6.076 -0.323
C -5.370 5.925 1.913
H 0.182 -0.124 5.574
H -0.535 -1.112 4.276
H -0.744 0.630 4.247
H 2.256 -1.243 5.076
H 3.000 -1.078 3.473
H 1.560 -2.102 3.688
H 2.857 1.021 4.425
H 1.320 1.758 4.789
H 2.910 1.738 2.185
H 2.488 3.122 3.209
H 2.385 2.708 0.460
H 1.639 4.189 1.089
H 2.058 5.029 -0.819
H 1.077 3.426 -4.465
H -1.457 1.154 -4.103
H -0.589 0.307 -5.392
H -0.462 2.057 -5.245
H -0.421 -0.534 -2.539
H 1.329 -0.615 -2.349
H 0.573 -1.205 -3.843
H 2.151 1.797 -5.130
H 1.914 0.062 -5.289
H 2.827 0.710 -3.919
H 1.216 7.165 -1.702
H 2.000 7.943 -3.070
H 2.891 6.766 -2.114
H -0.675 6.454 -3.306
H -0.285 5.602 -4.799
H 0.187 7.297 -4.607
H 3.419 5.432 -4.200
H 2.606 6.711 -5.112
H 2.149 5.031 -5.355
H 0.244 4.150 2.876
H -0.116 2.640 3.704
H -1.539 5.294 2.289
H -4.923 3.464 0.493
H -5.305 1.891 -0.968
H -6.153 1.689 0.572
H -5.913 0.307 -0.491
H -2.854 0.892 -1.221
H -3.833 -0.577 -1.030
H -2.398 -0.330 -0.037
H -5.125 0.321 2.414
H -3.537 -0.429 2.220
H -4.925 -1.022 1.285
H -2.207 7.102 1.173
H -2.985 6.981 2.757
H -3.693 7.992 1.499
H -3.315 5.996 -0.876
H -4.685 7.061 -0.517
H -4.940 5.329 -0.723
H -5.230 5.811 2.989
H -6.033 5.127 1.575
H -5.877 6.877 1.733
C 5.149 -6.244 1.683
C 4.850 -5.516 0.387
N 3.672 -4.644 0.491
C 3.848 -3.329 0.706
C 2.861 -2.395 0.844
C 3.315 -0.948 1.031
O 4.432 -0.753 1.490
O 2.443 -0.101 0.669
C 1.507 -2.836 0.830
O 0.482 -2.133 1.012
C 1.307 -4.279 0.613
C -0.007 -4.766 0.562
C -0.213 -6.095 0.340
F -1.469 -6.594 0.340
C 0.849 -6.988 0.129
C 2.139 -6.517 0.189
C 2.386 -5.155 0.439
N 0.632 -8.379 -0.128
C -0.393 -8.732 -1.092
C -0.134 -10.137 -1.594
N -0.164 -11.070 -0.402
C 0.837 -10.664 0.654
C 0.575 -9.225 1.049
H 6.027 -6.877 1.560
H 4.316 -6.875 1.993
H 5.352 -5.539 2.488
H 4.693 -6.202 -0.445
H 5.680 -4.876 0.095
H 4.875 -2.991 0.771
H -0.830 -4.082 0.710
H 2.944 -7.213 0.014
H -0.359 -8.048 -1.939
H -1.410 -8.678 -0.679
H 0.856 -10.244 -2.033
H -0.896 -10.484 -2.289
H 0.005 -12.032 -0.697
H -1.103 -11.052 0.004
H 1.816 -10.778 0.191
H 0.729 -11.358 1.485
H 1.342 -8.922 1.761
H -0.395 -9.149 1.569
O -0.622 3.972 -0.416
O -0.012 5.267 -0.724
```

Properties
Maximum force (eV/A): 0.92
Gap between HOMO and LUMO (eV): 4.653
ΔE to the lowest compared entry with this formula, charge and spin (kJ/mol): 130.1
Multiplicity: 1
HOMO level (Eh): -0.29678
Charge: +1
E (eV): -78558.9650

=====

No. 2
DFT (wB97M-V/def2-TZVPD) results for a cluster of 13 separate species, C50H78O37S in total at a distorted geometry.

XYZ file:
```
166
Properties=species:S:1:pos:R:3
C -13.973 19.590 4.481
C -12.623 18.982 4.742
C -12.413 18.330 6.126
O -11.802 17.082 5.856
C -11.801 16.866 4.516
O -11.299 15.916 4.014
O -12.452 17.835 3.880
H -14.092 19.659 3.399
H -14.027 20.566 4.960
H -14.808 18.964 4.794
H -11.824 19.707 4.584
H -13.334 18.245 6.711
H -11.783 18.960 6.760
C -12.074 11.842 -1.386
C -11.714 11.860 -2.840
C -11.349 13.202 -3.447
O -10.151 12.952 -4.186
C -9.650 11.757 -3.857
O -8.613 11.293 -4.208
O -10.496 11.093 -3.020
H -11.173 12.125 -0.828
H -12.284 10.827 -1.054
H -12.834 12.549 -1.071
H -12.457 11.341 -3.453
H -11.178 13.986 -2.705
H -12.127 13.633 -4.077
C -8.040 9.321 3.417
C -6.864 9.702 2.543
C -6.852 11.161 2.080
O -5.546 11.641 2.394
C -4.880 10.700 3.094
O -3.733 10.742 3.398
O -5.698 9.654 3.379
H -9.038 9.340 2.972
H -8.096 10.056 4.225
H -7.883 8.312 3.798
H -6.808 9.016 1.695
H -7.633 11.778 2.525
H -7.010 11.180 1.000
C -14.985 15.060 4.799
C -15.981 15.446 3.743
C -17.250 16.056 4.336
O -17.476 17.222 3.543
C -16.364 17.541 2.859
O -16.133 18.570 2.312
O -15.435 16.561 3.020
H -13.997 14.753 4.456
H -15.335 14.218 5.400
H -14.853 15.870 5.525
H -16.228 14.631 3.061
H -17.115 16.389 5.370
H -18.124 15.409 4.334
C -16.147 11.591 -0.838
C -17.591 11.306 -0.500
C -17.856 9.960 0.184
O -18.412 10.326 1.450
C -18.449 11.663 1.592
O -18.837 12.222 2.571
O -18.075 12.269 0.447
H -15.952 12.642 -1.051
H -15.834 11.069 -1.749
H -15.485 11.266 -0.036
H -18.155 11.407 -1.429
H -16.983 9.316 0.264
H -18.660 9.414 -0.314
C -6.904 8.515 7.794
C -7.871 7.952 6.800
C -8.600 6.677 7.222
O -9.934 6.893 6.753
C -10.085 8.176 6.368
O -11.101 8.662 5.991
O -8.963 8.883 6.610
H -6.435 9.428 7.429
H -6.086 7.813 7.979
H -7.335 8.758 8.766
H -7.383 7.871 5.829
H -8.594 6.502 8.297
H -8.173 5.804 6.731
C -11.464 17.381 0.003
C -12.200 16.081 0.148
C -13.622 16.224 0.721
O -14.479 15.760 -0.347
C -13.749 15.268 -1.352
O -14.174 14.718 -2.322
O -12.430 15.471 -1.124
H -12.033 18.106 -0.586
H -10.537 17.195 -0.542
H -11.278 17.851 0.969
H -11.647 15.371 0.760
H -13.936 17.215 1.027
H -13.810 15.466 1.477
C -11.618 11.377 4.139
C -12.179 12.628 3.512
C -11.723 12.904 2.076
O -12.921 13.024 1.299
C -13.983 12.761 2.094
O -15.120 12.841 1.741
O -13.600 12.418 3.320
H -10.551 11.531 4.321
H -11.809 10.491 3.537
H -12.109 11.203 5.097
H -12.032 13.452 4.209
H -11.169 12.013 1.756
H -11.022 13.719 1.919
C -10.231 9.450 0.318
C -9.441 8.203 0.624
C -9.856 6.925 -0.122
O -8.612 6.379 -0.546
C -7.629 7.306 -0.437
O -6.519 7.144 -0.821
O -8.074 8.394 0.228
H -9.862 10.306 0.883
H -11.258 9.283 0.668
H -10.261 9.685 -0.744
H -9.461 8.008 1.702
H -10.488 7.136 -0.984
H -10.347 6.257 0.582
C -6.443 14.890 2.488
C -7.842 15.261 2.015
C -7.864 16.268 0.831
O -8.538 15.573 -0.208
C -8.828 14.320 0.160
O -9.348 13.482 -0.507
O -8.379 14.082 1.410
H -5.737 14.772 1.670
H -6.540 13.969 3.053
H -6.109 15.653 3.196
H -8.445 15.600 2.855
H -6.865 16.557 0.511
H -8.405 17.169 1.120
C -4.315 14.122 6.679
C -5.124 12.904 6.241
C -6.000 12.310 7.335
O -7.135 11.849 6.602
C -7.284 12.665 5.532
O -8.267 12.750 4.871
O -6.145 13.364 5.325
H -4.171 14.791 5.836
H -3.369 13.803 7.112
H -4.883 14.645 7.448
H -4.514 12.135 5.767
H -6.323 13.016 8.107
H -5.514 11.509 7.893
C -12.714 4.926 2.573
C -13.115 6.236 3.187
C -11.986 7.271 3.412
O -12.455 8.445 2.778
C -13.659 8.227 2.209
O -14.312 9.051 1.658
O -13.983 6.918 2.274
H -13.582 4.315 2.341
H -12.010 4.383 3.206
H -12.159 5.122 1.651
H -13.597 6.122 4.161
H -11.042 6.934 2.973
H -11.820 7.438 4.474
C -16.081 10.424 4.337
S -17.199 10.354 5.752
O -16.511 9.487 6.747
C -16.960 12.069 6.256
H -15.145 10.757 4.798
H -16.306 11.237 3.646
H -16.000 9.439 3.896
H -17.622 12.205 7.115
H -17.279 12.685 5.419
H -15.967 12.214 6.683
```

Properties
Maximum force (eV/A): 1.51
Gap between HOMO and LUMO (eV): 8.549
ΔE to the lowest compared entry with this formula, charge and spin (kJ/mol): 0.0
Multiplicity: 1
HOMO level (Eh): -0.31207
E (eV): -139711.5868